Entry 1:
The following is a quantum chemistry calculation of C32H27BrN6O4SSr as an isolated structure at a distorted geometry, from the Open Molecules 2025 dataset.

Properties
* Kohn-Sham gap: 5.85 eV
* HOMO level: -6.403 eV

ORCA input file:
```
! wB97M-V def2-TZVPD RIJCOSX def2/J DEFGRID3
* xyz 0 1
Sr -0.5399 -0.3115 0.5887
C -4.0425 -8.3161 -1.3787
C -3.5792 -6.9483 -0.9641
C -2.6824 -6.7888 0.0897
C -2.2672 -5.5296 0.4901
C -2.7574 -4.4217 -0.1816
C -3.6464 -4.5494 -1.2413
C -4.0525 -5.8142 -1.6249
S -2.2639 -2.8064 0.3177
O -1.0985 -2.9224 1.1878
O -3.0094 -0.9591 2.0630
N -2.2126 -1.8241 -0.8572
C -1.4077 -2.0757 -2.0802
C -0.0070 -1.3846 -2.1941
O 0.2774 -0.9237 -3.2948
O 0.7132 -1.4093 -1.1449
H -3.3809 -9.0914 -0.9965
H -4.0869 -8.4035 -2.4639
H -5.0452 -8.5098 -0.9922
H -2.2997 -7.6633 0.6008
H -1.5667 -5.3939 1.3032
H -3.9942 -3.6666 -1.7627
H -4.7373 -5.9273 -2.4563
H -2.0073 -1.7351 -2.9219
H -1.2196 -3.1483 -2.2090
C -4.1469 -3.4421 3.4760
C -4.2749 -3.1265 2.1820
C -3.5784 -2.0615 1.4178
C -2.1727 -1.0131 3.2083
C -2.4382 -1.8307 4.3470
C -3.2839 -2.8668 4.4831
N -1.2319 -0.1345 3.1266
N -0.4045 0.1089 4.1257
C 0.6751 0.8382 3.7276
C 1.4876 1.3950 4.7444
C 2.5998 2.1177 4.4113
C 2.9253 2.2937 3.0599
C 2.1010 1.7120 2.1275
N 1.0073 0.9925 2.4204
H -4.7816 -4.2498 3.8253
H -4.9926 -3.6815 1.5893
H -4.2678 -1.6238 0.6950
H -1.8141 -1.5473 5.1865
H -3.3198 -3.3500 5.4513
H 1.1908 1.2338 5.7711
H 3.2199 2.5514 5.1859
H 3.7956 2.8531 2.7483
H 2.3224 1.8134 1.0706
Br -7.7989 2.2816 1.5861
C -5.9974 2.1509 1.0132
C -5.0879 3.1188 1.3983
C -3.7711 3.0230 0.9718
C -3.3741 1.9570 0.1750
C -4.2940 0.9791 -0.1892
C -5.6119 1.0816 0.2186
N -2.0332 1.8162 -0.2585
C -1.5341 2.7351 -0.9750
C -0.1630 2.6492 -1.5023
C 0.2549 3.5336 -2.4831
C 1.5149 3.3611 -3.0389
C 2.2940 2.3094 -2.5998
C 1.7955 1.4767 -1.6024
N 0.6066 1.6554 -1.0465
H -5.4008 3.9385 2.0297
H -3.0430 3.7599 1.2866
H -3.9582 0.1488 -0.7998
H -6.3395 0.3367 -0.0738
H -2.1271 3.6023 -1.2797
H -0.4035 4.3248 -2.8173
H 1.8684 4.0266 -3.8149
H 3.2682 2.1140 -3.0243
H 2.3578 0.6171 -1.2601
*
```

Mulliken atomic charge list, values in e, 4 entries: number 1, Sr, carries 1.846; number 2, C, carries -1.483; number 3, C, carries 1.111; number 4, C, carries -0.907

***

Entry 2:
The following is a quantum chemistry calculation of C32H27Cl2EuN7O3 as an isolated structure at a distorted geometry, from the Open Molecules 2025 dataset.

Properties
* Kohn-Sham gap (spin up / spin down): 5.03 / 5.82 eV
* ⟨S²⟩: 15.760
* HOMO level (spin up / spin down): -0.844 / -1.628 eV

ORCA input file:
```
! wB97M-V def2-TZVPD RIJCOSX def2/J DEFGRID3
* xyz -2 8
Eu 0.1388 -0.1382 0.3736
Cl -3.9334 5.4930 -1.3384
C -2.8295 4.4532 -0.4660
C -2.4534 3.2529 -1.0400
C -1.5814 2.3569 -0.4127
N -1.2707 1.0924 -0.9517
C -1.4196 0.8699 -2.3142
O -1.5410 1.7634 -3.1645
C -1.4139 -0.5059 -2.8292
C -1.4637 -0.7672 -4.2089
C -0.9913 -1.9916 -4.7333
C -0.2910 -2.8710 -3.8850
C -0.3041 -2.6499 -2.5263
N -1.3761 -1.7658 -2.0066
C -1.0524 2.7412 0.8741
C -1.4613 3.9598 1.4289
C -2.3329 4.8080 0.7772
Cl -2.7862 6.3117 1.5458
N -0.1411 1.8789 1.5080
C 0.5181 2.2017 2.6573
O 0.3706 3.2139 3.3665
C 1.5411 1.1887 3.0806
C 2.2333 1.3886 4.2718
C 3.2009 0.4829 4.6713
C 3.4794 -0.6309 3.8260
C 2.7597 -0.7689 2.6689
N 1.7903 0.0904 2.2840
H -2.8436 3.0028 -2.0119
H -1.7399 0.0583 -4.8477
H -1.0209 -2.1795 -5.7982
H 0.3568 -3.6392 -4.2888
H 0.3183 -3.1139 -1.7789
H -1.0678 4.2379 2.3931
H 1.9849 2.2682 4.8487
H 3.7425 0.6247 5.5996
H 4.2419 -1.3587 4.0740
H 2.9525 -1.6008 1.9962
N 6.1352 -1.2949 -2.6224
C 5.0543 -0.9042 -2.4660
N 3.8594 -0.3908 -2.3832
C 2.9144 -0.5867 -1.5688
N 1.9731 -0.7056 -0.8797
C -2.6894 -2.5238 -2.0132
C -3.6755 -2.1772 -0.8986
C -3.9843 -0.6832 -0.7470
C -3.3820 -2.8351 0.4452
C -4.3557 -3.6802 0.9688
C -4.2418 -4.2486 2.2265
C -3.1233 -3.9408 2.9871
C -2.1155 -3.1155 2.5076
C -0.9456 -2.7803 3.4167
C -0.9204 -1.2834 3.7499
C 0.3923 -3.2959 2.8790
C -2.2194 -2.5709 1.2041
O -1.2323 -1.8202 0.7224
H -3.1283 -2.3414 -2.9932
H -2.4229 -3.5761 -1.9378
H -1.2081 -1.6091 -1.0007
H -4.5991 -2.6499 -1.2479
H -3.1734 -0.1487 -0.2557
H -4.8847 -0.5626 -0.1424
H -4.1482 -0.2097 -1.7180
H -5.2368 -3.8844 0.3683
H -5.0156 -4.9000 2.6125
H -3.0240 -4.3459 3.9890
H -1.1240 -3.3127 4.3573
H -0.8686 -0.6930 2.8390
H -0.0709 -1.0208 4.3819
H -1.8420 -0.9976 4.2618
H 0.6537 -2.8239 1.9343
H 0.3401 -4.3744 2.7077
H 1.1925 -3.0954 3.5932
*
```

Mulliken atomic charge list, values in e, 4 entries: number 1, Eu, carries 0.719; number 2, Cl, carries -0.279; number 3, C, carries -0.084; number 4, C, carries -0.768

***

| no. | E_tot (Ha) |
| --- | --- |
| 1 | -4868.0475 |
| 2 | -3475.4771 |